Entry 1:
The following is a quantum chemistry calculation of a structure of composition C14H22BrClN2O4PdSb in a non-equilibrium geometry, from the Open Molecules 2025 dataset.

Output
HOMO-LUMO gap (spin up / spin down): 6.622 / 6.617 eV
ΔE to the lowest compared entry with this formula, charge and spin: 31.6 kcal per mole
E_LUMO (spin up / spin down): 1.51 / 1.51 eV
HOMO energy (spin up / spin down): -5.1 / -5.1 eV
Total energy: -4359.56173 a.u.

The geometry in ORCA input format:
```
! RIJCOSX wB97M-V def2-TZVPD def2/J DEFGRID3
* xyz -1 1
Pd -0.925 1.515 -1.363
N -0.222 3.772 -1.652
N 1.150 3.762 -1.950
C 1.919 2.582 -1.741
O 3.138 2.734 -1.717
O 1.266 1.496 -1.660
H -0.729 4.355 -2.302
H -0.426 4.028 -0.688
H 1.661 4.603 -1.736
Cl -2.798 1.868 -2.601
C -2.414 -3.711 -0.945
C -1.424 -3.163 -1.967
Sb -0.564 -1.226 -1.394
C 0.722 -1.904 0.210
C 1.543 -3.145 -0.109
C 0.884 -1.330 -3.001
C 0.254 -0.835 -4.301
H -2.819 -4.674 -1.267
H -3.248 -3.022 -0.811
H -1.937 -3.852 0.027
H -1.917 -3.001 -2.927
H -0.594 -3.851 -2.128
H 0.085 -2.071 1.079
H 1.355 -1.042 0.417
H 0.903 -3.998 -0.341
H 2.162 -3.415 0.750
H 2.205 -2.971 -0.958
H 1.236 -2.359 -3.097
H 1.711 -0.683 -2.711
H -0.586 -1.467 -4.602
H 0.983 -0.832 -5.115
H -0.116 0.184 -4.169
Br 0.447 -1.397 5.714
C 0.147 0.327 4.953
C 0.113 1.431 5.788
C -0.102 2.680 5.223
C -0.310 2.810 3.858
C -0.297 1.689 3.040
C -0.048 0.436 3.590
C -0.594 1.804 1.554
O -0.858 2.930 1.090
O -0.572 0.720 0.902
H 0.245 1.318 6.855
H -0.120 3.556 5.861
H -0.493 3.775 3.406
H -0.020 -0.423 2.936
*
```

In the Löwdin picture, each atom carries the following charge in e: atom 1 (Pd): 0.45, atom 2 (N): -0.02, atom 3 (N): -0.02, atom 4 (C): -0.74, atom 5 (O): -0.01, atom 6 (O): -0.16, atom 7 (H): 0.08, atom 8 (H): 0.07, atom 9 (H): 0.12, atom 10 (Cl): -0.25, atom 11 (C): -0.21, atom 12 (C): -0.42, atom 13 (Sb): 1.50, atom 14 (C): -0.41, atom 15 (C): -0.19, atom 16 (C): -0.44, atom 17 (C): -0.21, atom 18 (H): 0.06, atom 19 (H): 0.06, atom 20 (H): 0.06, atom 21 (H): 0.04, atom 22 (H): 0.04, atom 23 (H): 0.04, atom 24 (H): 0.05, atom 25 (H): 0.05, atom 26 (H): 0.07, atom 27 (H): 0.06, atom 28 (H): 0.04, atom 29 (H): 0.04, atom 30 (H): 0.05, atom 31 (H): 0.06, atom 32 (H): 0.05, atom 33 (Br): 0.68, atom 34 (C): -0.68, atom 35 (C): -0.15, atom 36 (C): -0.09, atom 37 (C): -0.03, atom 38 (C): -0.12, atom 39 (C): -0.07, atom 40 (C): -0.62, atom 41 (O): -0.05, atom 42 (O): -0.19, atom 43 (H): 0.09, atom 44 (H): 0.10, atom 45 (H): 0.11, atom 46 (H): 0.09



Entry 2:
The following is a quantum chemistry calculation of an isolated molecule of C5H6O3 in a non-equilibrium geometry, from the Open Molecules 2025 dataset.

Output
HOMO-LUMO gap: 10.389 eV
ΔE to the lowest compared entry with this formula, charge and spin: 119.3 kcal per mole
E_LUMO: 0.77 eV
SMILES: O=C1CO[C@@H]2C[C@H]2O1
HOMO energy: -9.6 eV
Total energy: -419.64926 a.u.

The geometry in ORCA input format:
```
! RIJCOSX wB97M-V def2-TZVPD def2/J DEFGRID3
* xyz 0 1
C -1.143 -0.454 -0.202
C -0.307 -1.124 0.736
C 1.309 0.092 -0.019
C 1.617 1.697 -0.262
C 0.269 1.222 0.032
H -0.746 -0.692 1.603
H -0.717 -2.136 0.705
H 1.382 -0.433 -0.927
H 2.111 2.438 0.385
H 2.068 1.664 -1.137
H -0.307 1.566 0.827
O -2.181 -1.055 -0.596
O 1.116 -0.920 0.974
O -0.718 0.601 -0.774
*
```

In the Löwdin picture, each atom carries the following charge in e: atom 1 (C): -0.53, atom 2 (C): -0.11, atom 3 (C): -0.15, atom 4 (C): 0.08, atom 5 (C): -0.20, atom 6 (H): 0.14, atom 7 (H): 0.16, atom 8 (H): 0.14, atom 9 (H): 0.12, atom 10 (H): 0.05, atom 11 (H): 0.15, atom 12 (O): 0.07, atom 13 (O): -0.03, atom 14 (O): 0.10



Entry 3:
The following is a quantum chemistry calculation of the ion C8H14N3 with charge +1 in a non-equilibrium geometry, from the Open Molecules 2025 dataset.

Output
HOMO-LUMO gap: 10.927 eV
ΔE to the lowest compared entry with this formula, charge and spin: 53.4 kcal per mole
E_LUMO: -3.61 eV
SMILES: N#C[C@@H](C(N)=[NH2+])C1CCCC1
HOMO energy: -14.5 eV
Total energy: -477.21182 a.u.

The geometry in ORCA input format:
```
! RIJCOSX wB97M-V def2-TZVPD def2/J DEFGRID3
* xyz 1 1
C 0.419 -0.534 2.349
C -1.579 -1.055 1.135
C 1.834 1.616 -1.232
C 1.097 0.717 -2.278
C 1.492 1.026 0.120
C 0.035 -0.101 -1.467
C 0.133 0.433 -0.018
C 0.043 -0.748 1.003
N 0.825 -0.326 3.394
N -1.979 -2.065 0.426
N -2.374 -0.434 1.966
H 2.795 1.809 -1.376
H 1.365 2.590 -1.463
H 0.628 1.385 -2.984
H 1.603 -0.018 -2.838
H 2.352 0.320 0.405
H 1.447 1.921 0.772
H -0.908 0.050 -2.037
H 0.312 -1.175 -1.501
H -0.598 1.172 0.363
H 0.661 -1.555 0.449
H -1.388 -2.447 -0.291
H -2.935 -2.174 0.332
H -1.991 0.215 2.597
H -3.285 -0.622 2.174
*
```

In the Löwdin picture, each atom carries the following charge in e: atom 1 (C): -0.22, atom 2 (C): -0.25, atom 3 (C): -0.15, atom 4 (C): -0.14, atom 5 (C): -0.17, atom 6 (C): -0.13, atom 7 (C): -0.30, atom 8 (C): -0.17, atom 9 (N): 0.23, atom 10 (N): 0.26, atom 11 (N): 0.27, atom 12 (H): 0.06, atom 13 (H): 0.13, atom 14 (H): 0.10, atom 15 (H): 0.09, atom 16 (H): 0.16, atom 17 (H): 0.14, atom 18 (H): 0.13, atom 19 (H): 0.11, atom 20 (H): 0.16, atom 21 (H): 0.19, atom 22 (H): 0.14, atom 23 (H): 0.12, atom 24 (H): 0.13, atom 25 (H): 0.12



Entry 4:
The following is a quantum chemistry calculation of a structure of composition C28H64Br2CoN10O2PS2 in a non-equilibrium geometry, from the Open Molecules 2025 dataset.

Output
HOMO-LUMO gap (spin up / spin down): 6.230 / 6.936 eV
ΔE to the lowest compared entry with this formula, charge and spin: 5.2 kcal per mole
E_LUMO (spin up / spin down): -2.91 / -2.20 eV
HOMO energy (spin up / spin down): -9.1 / -9.1 eV
Total energy: -9471.71818 a.u.
⟨S²⟩: 0.76

The geometry in ORCA input format:
```
! RIJCOSX wB97M-V def2-TZVPD def2/J DEFGRID3
* xyz 1 2
Co 0.074 -0.499 -0.370
C -5.414 -0.602 1.342
N -4.488 -0.774 0.238
C -5.064 -0.680 -1.084
C -3.152 -1.034 0.482
N -2.199 -0.359 -0.096
C -2.634 0.893 -0.720
C -1.490 1.873 -0.888
N -0.327 1.220 -1.502
C 0.874 2.059 -1.393
C 2.127 1.221 -1.522
N 2.195 0.227 -0.458
C 3.377 0.018 0.071
N 4.505 0.655 -0.435
C 4.983 0.412 -1.778
C 5.453 1.270 0.478
N 3.619 -0.841 1.094
C 4.931 -1.443 1.261
C 2.735 -1.098 2.216
C -0.595 0.849 -2.904
C -1.018 -0.601 -3.068
N -0.047 -1.447 -2.400
C 0.403 -2.481 -3.049
N -0.169 -2.963 -4.209
C -1.590 -3.171 -4.392
C 0.656 -3.282 -5.358
N 1.492 -3.185 -2.612
C 2.665 -2.534 -2.062
C 1.689 -4.577 -2.970
N -2.924 -2.067 1.363
C -2.087 -1.926 2.543
C -3.914 -3.119 1.512
H -5.916 0.365 1.249
H -4.876 -0.606 2.289
H -6.184 -1.380 1.361
H -5.959 -1.307 -1.125
H -4.361 -1.051 -1.829
H -5.359 0.342 -1.343
H -3.400 1.380 -0.112
H -3.075 0.709 -1.704
H -1.194 2.265 0.079
H -1.832 2.712 -1.508
H 0.878 2.537 -0.416
H 0.876 2.840 -2.163
H 2.984 1.894 -1.501
H 2.123 0.707 -2.493
H 4.174 0.044 -2.406
H 5.790 -0.332 -1.787
H 5.372 1.336 -2.213
H 5.001 1.368 1.464
H 5.691 2.274 0.115
H 6.392 0.712 0.561
H 5.525 -1.354 0.355
H 4.796 -2.506 1.474
H 5.477 -1.002 2.099
H 2.706 -2.170 2.425
H 1.738 -0.731 2.008
H 3.097 -0.577 3.104
H 0.318 0.988 -3.482
H -1.362 1.505 -3.329
H -1.074 -0.799 -4.141
H -2.007 -0.774 -2.637
H -2.133 -2.886 -3.496
H -1.784 -4.230 -4.588
H -1.972 -2.594 -5.239
H 1.691 -3.005 -5.171
H 0.305 -2.711 -6.223
H 0.611 -4.345 -5.618
H 3.076 -3.125 -1.242
H 2.402 -1.553 -1.682
H 3.443 -2.437 -2.831
H 2.426 -4.702 -3.770
H 0.749 -5.027 -3.280
H 2.059 -5.116 -2.094
H -2.713 -1.756 3.428
H -1.410 -1.088 2.435
H -1.511 -2.838 2.717
H -4.552 -2.965 2.388
H -3.397 -4.073 1.645
H -4.536 -3.197 0.625
Br -1.611 -4.147 -1.114
C -0.258 -4.342 0.220
Br 0.670 -2.678 0.687
H 0.491 -5.025 -0.157
H -0.715 -4.707 1.131
C -0.669 5.582 0.833
C 0.698 5.054 1.234
C 1.211 5.703 2.506
O 0.611 3.605 1.298
P 0.528 2.627 2.554
S 2.200 2.488 3.591
S -0.184 0.869 1.863
O -0.664 3.321 3.380
C -1.267 2.627 4.500
C -2.692 2.249 4.130
C -1.191 3.543 5.705
H -0.611 6.659 0.676
H -1.393 5.376 1.623
H -1.010 5.110 -0.090
H 1.408 5.233 0.423
H 0.503 5.564 3.322
H 1.338 6.772 2.332
H 2.169 5.279 2.799
H -0.690 1.720 4.701
H -3.264 3.145 3.878
H -3.171 1.746 4.972
H -2.684 1.578 3.270
H -1.731 4.471 5.513
H -0.150 3.778 5.924
H -1.631 3.049 6.571
*
```

Results of the Löwdin charge analysis, in e, for atoms 1 through 99: atom 1 (Co): 0.27, atom 2 (C): -0.05, atom 3 (N): -0.18, atom 4 (C): -0.06, atom 5 (C): -0.39, atom 6 (N): 0.06, atom 7 (C): -0.20, atom 8 (C): -0.20, atom 9 (N): -0.19, atom 10 (C): -0.16, atom 11 (C): -0.20, atom 12 (N): 0.04, atom 13 (C): -0.37, atom 14 (N): -0.20, atom 15 (C): -0.06, atom 16 (C): -0.05, atom 17 (N): -0.13, atom 18 (C): -0.05, atom 19 (C): -0.15, atom 20 (C): -0.13, atom 21 (C): -0.20, atom 22 (N): 0.05, atom 23 (C): -0.43, atom 24 (N): -0.18, atom 25 (C): -0.09, atom 26 (C): -0.05, atom 27 (N): -0.16, atom 28 (C): -0.07, atom 29 (C): -0.06, atom 30 (N): -0.16, atom 31 (C): -0.09, atom 32 (C): -0.08, atom 33 (H): 0.10, atom 34 (H): 0.09, atom 35 (H): 0.09, atom 36 (H): 0.10, atom 37 (H): 0.08, atom 38 (H): 0.09, atom 39 (H): 0.14, atom 40 (H): 0.09, atom 41 (H): 0.05, atom 42 (H): 0.14, atom 43 (H): 0.09, atom 44 (H): 0.14, atom 45 (H): 0.12, atom 46 (H): 0.10, atom 47 (H): 0.07, atom 48 (H): 0.09, atom 49 (H): 0.10, atom 50 (H): 0.09, atom 51 (H): 0.10, atom 52 (H): 0.09, atom 53 (H): 0.08, atom 54 (H): 0.09, atom 55 (H): 0.10, atom 56 (H): 0.05, atom 57 (H): -0.05, atom 58 (H): 0.08, atom 59 (H): 0.12, atom 60 (H): 0.14, atom 61 (H): 0.12, atom 62 (H): 0.09, atom 63 (H): 0.03, atom 64 (H): 0.10, atom 65 (H): 0.10, atom 66 (H): 0.09, atom 67 (H): 0.10, atom 68 (H): 0.09, atom 69 (H): 0.08, atom 70 (H): 0.03, atom 71 (H): 0.10, atom 72 (H): 0.09, atom 73 (H): 0.09, atom 74 (H): 0.09, atom 75 (H): 0.10, atom 76 (H): -0.03, atom 77 (H): 0.07, atom 78 (H): 0.09, atom 79 (H): 0.08, atom 80 (H): 0.09, atom 81 (Br): 0.77, atom 82 (C): -0.88, atom 83 (Br): 0.93, atom 84 (H): 0.00, atom 85 (H): 0.00, atom 86 (C): -0.04, atom 87 (C): -0.43, atom 88 (C): -0.07, atom 89 (O): -0.37, atom 90 (P): -0.10, atom 91 (S): 0.22, atom 92 (S): 0.45, atom 93 (O): -0.33, atom 94 (C): -0.49, atom 95 (C): -0.05, atom 96 (C): -0.04, atom 97 (H): 0.09, atom 98 (H): 0.08, atom 99 (H): 0.07